11 unconnected molecules or ions with the total composition C31H63NO10S in a non-equilibrium geometry, computed with ωB97M-V with the def2-TZVPD basis set.

The gap between HOMO and LUMO comes out at 9.10 eV. The spin multiplicity is 1. The charge is 0.

Element x y z (Å)
1 C -6.068 2.936 -1.822
2 C -7.198 3.372 -0.970
3 N -8.051 3.779 -0.331
4 H -6.132 3.213 -2.875
5 H -5.913 1.863 -1.714
6 H -5.260 3.435 -1.287
7 C -4.245 6.263 4.558
8 S -3.946 8.090 4.261
9 O -3.829 8.153 2.710
10 C -5.636 8.834 4.634
11 H -3.310 5.713 4.451
12 H -4.922 5.904 3.783
13 H -4.685 6.183 5.552
14 H -6.156 8.557 5.552
15 H -6.301 8.598 3.803
16 H -5.560 9.921 4.611
17 C 6.862 -1.043 5.733
18 C 5.477 -1.140 6.384
19 O 4.561 -1.727 5.850
20 C 5.388 -0.478 7.794
21 H 7.047 0.030 5.779
22 H 6.752 -1.455 4.730
23 H 7.531 -1.598 6.391
24 H 4.344 -0.234 7.989
25 H 5.860 0.504 7.758
26 H 5.884 -1.106 8.535
27 C -1.750 3.528 -6.874
28 C -1.766 3.887 -8.321
29 O -1.692 3.009 -9.192
30 C -2.002 5.283 -8.819
31 H -2.375 4.280 -6.392
32 H -0.722 3.729 -6.571
33 H -2.064 2.532 -6.564
34 H -2.142 5.991 -8.002
35 H -2.768 5.407 -9.584
36 H -1.104 5.643 -9.320
37 C -6.018 -4.223 3.533
38 C -7.067 -3.181 3.343
39 O -8.174 -3.374 3.794
40 C -6.656 -1.903 2.566
41 H -5.032 -3.865 3.237
42 H -6.376 -5.115 3.019
43 H -5.891 -4.441 4.593
44 H -5.633 -1.534 2.641
45 H -7.199 -1.077 3.025
46 H -6.877 -2.036 1.507
47 C 3.016 7.926 5.248
48 C 3.554 6.777 4.404
49 O 4.387 7.096 3.556
50 C 3.306 5.319 4.690
51 H 2.162 7.610 5.847
52 H 2.698 8.800 4.680
53 H 3.847 8.240 5.880
54 H 3.700 4.978 5.647
55 H 3.682 4.664 3.904
56 H 2.222 5.227 4.765
57 C -0.127 -7.873 1.937
58 C -1.149 -8.268 0.884
59 O -1.939 -7.481 0.419
60 C -1.137 -9.698 0.322
61 H -0.414 -8.042 2.975
62 H 0.097 -6.822 1.756
63 H 0.792 -8.444 1.813
64 H -2.023 -10.271 0.596
65 H -0.292 -10.244 0.743
66 H -1.036 -9.623 -0.761
67 C 3.074 -5.169 -5.735
68 C 2.843 -6.030 -4.469
69 O 1.838 -6.705 -4.317
70 C 3.819 -5.860 -3.293
71 H 2.762 -4.140 -5.555
72 H 2.504 -5.653 -6.528
73 H 4.119 -5.120 -6.043
74 H 3.241 -6.151 -2.415
75 H 4.169 -4.831 -3.217
76 H 4.713 -6.480 -3.348
77 C -0.740 -1.259 -1.298
78 C 0.594 -0.796 -0.715
79 O 1.552 -0.748 -1.449
80 C 0.636 -0.419 0.747
81 H -1.010 -2.163 -0.752
82 H -0.700 -1.423 -2.375
83 H -1.460 -0.484 -1.036
84 H 0.255 -1.240 1.354
85 H 0.001 0.456 0.885
86 H 1.675 -0.253 1.030
87 C -4.242 -6.806 -7.336
88 C -4.867 -5.439 -7.510
89 O -5.864 -5.305 -8.185
90 C -4.277 -4.225 -6.807
91 H -4.619 -7.592 -7.989
92 H -4.279 -7.136 -6.297
93 H -3.198 -6.621 -7.590
94 H -3.249 -4.454 -6.525
95 H -4.747 -3.905 -5.877
96 H -4.346 -3.367 -7.475
97 C 10.383 5.055 1.002
98 C 9.735 3.614 1.093
99 O 10.304 2.848 1.830
100 C 8.557 3.236 0.259
101 H 11.203 5.176 1.710
102 H 9.571 5.752 1.210
103 H 10.802 5.254 0.015
104 H 8.166 2.249 0.505
105 H 8.869 3.314 -0.782
106 H 7.681 3.842 0.492